# C5H17N3

A 2-piece molecular cluster, C5H17N3 overall (ωB97M-V/def2-TZVPD, the OMol25 dataset).

Bonds (Å) are listed after each position.
Element x y z (Å)
1 C 0.7978 -0.7048 0.3047  C2 1.541, C3 1.536, C4 1.537, N6 1.476
2 C 0.2250 0.6901 0.6216  C1 1.541, C5 1.526, H10 1.095, H25 1.325
3 C 2.0810 -0.9856 1.1007  C1 1.536, H12 1.089, H13 1.088, H14 1.091
4 C 1.1043 -0.8612 -1.1931  C1 1.537, H11 1.092, H15 1.090, H16 1.087
5 C 1.0165 1.8620 0.0493  C2 1.526, H17 1.090, H18 1.091, H19 1.095
6 N -0.2540 -1.6510 0.7255  C1 1.476, H7 1.016, H8 1.014
7 H 0.1205 -2.5016 1.1369  N6 1.016
8 H -0.8559 -2.0071 -0.0084  N6 1.014
9 H -1.8754 0.3626 -1.4884  N20 1.022
10 H 0.2000 0.7855 1.7121  C2 1.095
11 H 1.3748 -1.8949 -1.4171  C4 1.092
12 H 1.8625 -0.9725 2.1672  C3 1.089
13 H 2.8408 -0.2353 0.8912  C3 1.088
14 H 2.4930 -1.9642 0.8479  C3 1.091
15 H 0.2346 -0.6000 -1.7960  C4 1.090
16 H 1.9288 -0.2199 -1.4949  C4 1.087
17 H 0.9415 1.8986 -1.0373  C5 1.090
18 H 0.6093 2.7994 0.4318  C5 1.091
19 H 2.0791 1.8348 0.3123  C5 1.095
20 N -2.3464 0.3273 -0.5823  H9 1.022, N21 1.462, H24 1.043
21 N -3.6175 1.0441 -0.6707  N20 1.462, H22 1.019, H23 1.019
22 H -4.0851 0.9242 0.2264  N21 1.019
23 H -3.3712 2.0284 -0.7602  N21 1.019
24 H -2.4659 -0.6699 -0.3003  N20 1.043
25 H -1.0382 0.7111 0.2211  C2 1.325

Values from the calculation:
calculated total energy = -9928.895 eV
molecular weight = 119.21 g/mol
SMILES string = CCC(C)(C)N.NN
frontier orbital gap = 8.597 eV

=====

# C5H17N3

A 2-piece molecular cluster, C5H17N3 overall (ωB97M-V/def2-TZVPD, the OMol25 dataset).

Bonds (Å) are listed after each position.
Element x y z (Å)
1 C 2.5512 -0.5132 0.7461  C4 1.468, H9 1.037, H10 1.168, H11 1.091
2 C -2.6558 0.7810 -0.7133  C5 1.459, H12 1.055, H13 1.065, H14 1.204
3 C 0.3634 -0.6095 -0.5587  C4 1.503, H15 1.091, H16 1.089
4 C 1.8080 -0.2022 -0.4811  C1 1.468, C3 1.503, N7 1.509, H17 1.125
5 C -1.6979 0.7079 0.3846  C2 1.459, N6 1.372, N8 1.532
6 N -1.3165 1.8369 1.0636  C5 1.372, H18 1.070, H19 1.034
7 N 2.4809 -0.8554 -1.6638  C4 1.509, H20 0.945, H21 0.997, H22 1.041
8 N -2.0111 -0.4061 1.3883  C5 1.532, H23 1.056, H24 1.068, H25 1.013
9 H 3.5072 -0.1129 0.7192  C1 1.037
10 H 2.0598 -0.0621 1.7051  C1 1.168
11 H 2.6367 -1.5387 1.1070  C1 1.091
12 H -2.2690 1.3439 -1.5178  C2 1.055
13 H -3.0619 -0.1705 -0.9648  C2 1.065
14 H -3.6771 1.3288 -0.3878  C2 1.204
15 H 0.1984 -1.4279 0.1438  C3 1.091
16 H 0.2010 -0.8643 -1.6052  C3 1.089
17 H 1.7196 0.9003 -0.6887  C4 1.125
18 H -1.2469 2.8298 0.6711  N6 1.070
19 H -0.9977 1.7224 2.0404  N6 1.034
20 H 3.3550 -1.0785 -1.3836  N7 0.945
21 H 2.5368 -0.2898 -2.4824  N7 0.997
22 H 1.8923 -1.5816 -2.1210  N7 1.041
23 H -1.4134 -1.2360 1.1242  N8 1.056
24 H -3.0504 -0.4584 1.1459  N8 1.068
25 H -1.9125 -0.0437 2.3287  N8 1.013

Values from the calculation:
calculated total energy = -9910.575 eV
molecular weight = 119.21 g/mol
net charge = +2
frontier orbital gap (spin up / spin down) = 7.578 / 8.755 eV

=====

# C5H17N3O

A 2-piece molecular cluster, C5H17N3O overall (ωB97M-V/def2-TZVPD, the OMol25 dataset).

Bonds (Å) are listed after each position.
Element x y z (Å)
1 C -2.7715 -1.6308 0.5847  C2 1.581, H9 1.147, H10 1.096, H11 1.078
2 C -1.2594 -1.3810 0.9737  C1 1.581, C3 1.508, N8 1.512, H12 1.085
3 C -0.7899 0.0013 0.5942  C2 1.508, C4 1.552, H13 1.147, H14 1.092
4 C 0.6891 0.0658 0.1271  C3 1.552, N7 1.542, H15 1.080, H16 1.166
5 N 2.1795 3.1789 -1.2001  C6 1.303, H17 1.066, H18 1.000
6 C 1.5434 2.3848 -0.3864  N5 1.303, N7 1.367, H19 1.155
7 N 0.9022 1.2595 -0.8250  C4 1.542, C6 1.367, H20 1.008
8 N -1.0681 -1.5943 2.4580  C2 1.512, H21 1.071, H22 1.015, H23 1.059
9 H -2.9803 -1.2828 -0.4879  C1 1.147
10 H -2.8687 -2.7208 0.6536  C1 1.096
11 H -3.4455 -1.2241 1.3215  C1 1.078
12 H -0.6583 -2.1695 0.5322  C2 1.085
13 H -1.3513 0.3044 -0.3590  C3 1.147
14 H -1.0761 0.7488 1.3366  C3 1.092
15 H 1.3857 -0.0411 0.9460  C4 1.080
16 H 0.8314 -0.8078 -0.6326  C4 1.166
17 H 2.0730 3.2400 -2.2586  N5 1.066
18 H 2.6579 3.9607 -0.8001  N5 1.000
19 H 1.8669 2.4277 0.7218  C6 1.155
20 H 0.6712 1.1565 -1.8006  N7 1.008
21 H -1.6626 -0.9788 3.1017  N8 1.071
22 H -0.0940 -1.4979 2.7271  N8 1.015
23 H -1.3945 -2.5647 2.7293  N8 1.059
24 H 1.6342 -0.7221 -3.0627  O26 0.935
25 H 2.8097 -0.1466 -3.8343  O26 0.943
26 O 2.1760 0.0339 -3.1602  H24 0.935, H25 0.943

Values from the calculation:
calculated total energy = -11962.511 eV
molecular weight = 135.21 g/mol
net charge = +2
frontier orbital gap = 11.298 eV

=====

# C5H17N4S

A 2-piece molecular cluster, C5H17N4S overall (ωB97M-V/def2-TZVPD, the OMol25 dataset).

Bonds (Å) are listed after each position.
Element x y z (Å)
1 C -2.0553 1.7111 -0.4300  C3 1.526, H11 1.086, H12 1.085, H13 1.089
2 C 1.9178 1.3527 0.4186  N8 1.440, H14 1.088, H15 1.090, H16 1.091
3 C -1.2998 0.6662 -1.2461  C1 1.526, N9 1.456, H17 1.090, H18 1.096
4 C 1.2025 0.2327 2.4287  N6 1.322, N8 1.285, H19 1.087
5 C -0.0295 -1.6805 -1.1227  N7 1.397, N9 1.721, S10 1.852, H20 1.085
6 N 0.3767 -0.5300 3.1254  C4 1.322, H21 1.006, H22 1.010
7 N 1.1048 -1.1085 -1.7040  C5 1.397, H23 1.013, H24 1.012
8 N 1.0226 0.5325 1.1923  C2 1.440, C4 1.285, H25 1.105
9 N -0.8921 -0.4066 -0.3505  C3 1.456, C5 1.721, H26 1.016
10 S -1.2565 -2.4825 -2.2548  C5 1.852, H27 1.327
11 H -1.4282 2.1051 0.3644  C1 1.086
12 H -2.3594 2.5303 -1.0739  C1 1.085
13 H -2.9503 1.2770 0.0124  C1 1.089
14 H 2.8290 1.5814 0.9668  C2 1.088
15 H 2.1631 0.8190 -0.4999  C2 1.090
16 H 1.4187 2.2846 0.1501  C2 1.091
17 H -0.3997 1.1085 -1.6729  C3 1.090
18 H -1.9331 0.2999 -2.0616  C3 1.096
19 H 2.0653 0.6206 2.9651  C4 1.087
20 H 0.2125 -2.3479 -0.3017  C5 1.085
21 H 0.5355 -0.7267 4.0992  N6 1.006
22 H -0.4352 -0.9354 2.6829  N6 1.010
23 H 0.8955 -0.6502 -2.5829  N7 1.013
24 H 1.8471 -1.7810 -1.8468  N7 1.012
25 H 0.1740 0.1286 0.6114  N8 1.105
26 H -1.7205 -0.8693 0.0139  N9 1.016
27 H -1.0054 -3.7316 -1.8835  S10 1.327

Values from the calculation:
calculated total energy = -22250.242 eV
molecular weight = 165.29 g/mol
net charge = +1
frontier orbital gap = 9.875 eV

=====

# C5H17NO2

A 3-piece molecular cluster, C5H17NO2 overall (ωB97M-V/def2-TZVPD, the OMol25 dataset).

Bonds (Å) are listed after each position.
Element x y z (Å)
1 C 0.6876 0.3687 1.1000  C2 1.531, N6 1.473, H7 1.096, H8 1.092
2 C -0.1549 -0.5913 0.2556  C1 1.531, C3 1.531, C4 1.531, H9 1.094
3 C -0.1280 -0.1464 -1.2091  C2 1.531, H10 1.091, H11 1.089, H12 1.097
4 C -1.5497 -0.8336 0.8382  C2 1.531, C5 1.527, H13 1.100, H14 1.090
5 C -1.9181 -2.3157 0.8089  C4 1.527, H15 1.091, H16 1.086, H17 1.091
6 N 2.1320 0.2221 0.8494  C1 1.473, H18 1.024, H19 1.015
7 H 0.3897 1.4006 0.8801  C1 1.096
8 H 0.5385 0.1280 2.1544  C1 1.092
9 H 0.3840 -1.5428 0.2962  C2 1.094
10 H -0.5917 -0.8808 -1.8687  C3 1.091
11 H -0.6590 0.7963 -1.3333  C3 1.089
12 H 0.9143 -0.0056 -1.5201  C3 1.097
13 H -2.3539 -0.2537 0.3628  C4 1.100
14 H -1.5072 -0.5046 1.8762  C4 1.090
15 H -2.9783 -2.4926 0.9958  C5 1.091
16 H -1.6856 -2.7897 -0.1401  C5 1.086
17 H -1.4045 -2.8502 1.6098  C5 1.091
18 H 2.4900 1.0450 0.3557  N6 1.024
19 H 2.2726 -0.5012 0.1518  N6 1.015
20 H 4.5020 2.3923 -1.5391  O22 0.984
21 H 4.7568 1.2967 -0.5681  O22 0.978
22 O 3.9992 1.7753 -0.9607  H20 0.984, H21 0.978
23 H -2.4288 1.4277 -0.8240  O25 0.964
24 H -2.6427 2.7152 -1.6154  O25 0.971
25 O -3.0642 2.1403 -0.9563  H23 0.964, H24 0.971

Values from the calculation:
calculated total energy = -11044.677 eV
molecular weight = 123.20 g/mol
multiplicity = 2
net charge = -1
frontier orbital gap (spin up / spin down) = 2.188 / 9.095 eV

=====

# C5H17NO2

A 3-piece molecular cluster, C5H17NO2 overall (ωB97M-V/def2-TZVPD, the OMol25 dataset).

Bonds (Å) are listed after each position.
Element x y z (Å)
1 C 0.1137 -0.9716 1.0279  C2 1.562, C3 1.551, H7 1.084, H8 1.080
2 C 0.9015 -1.9861 1.9172  C1 1.562, H9 1.087, H10 1.094, H11 1.086
3 C 0.9640 -0.3854 -0.1297  C1 1.551, N4 1.449, H12 1.099, H13 1.090
4 N 0.8766 1.0594 -0.1923  C3 1.449, C5 1.468, C6 1.469
5 C 1.8025 1.5314 -1.2285  N4 1.468, H14 1.090, H15 1.090, H16 1.104
6 C -0.4689 1.6110 -0.4003  N4 1.469, H17 1.096, H18 1.088, H19 1.069
7 H -0.1275 -0.1407 1.6809  C1 1.084
8 H -0.6786 -1.4964 0.5152  C1 1.080
9 H 1.8876 -2.1471 1.4898  C2 1.087
10 H 1.1372 -1.5222 2.8790  C2 1.094
11 H 0.2771 -2.8584 2.0892  C2 1.086
12 H 0.9173 -0.9022 -1.0980  C3 1.099
13 H 1.9995 -0.6130 0.1246  C3 1.090
14 H 2.8198 1.4479 -0.8472  C5 1.090
15 H 1.6614 2.5931 -1.4331  C5 1.090
16 H 1.7267 0.9862 -2.1859  C5 1.104
17 H -0.5441 2.4811 -1.0630  C6 1.096
18 H -1.1764 0.8933 -0.8112  C6 1.088
19 H -0.7805 2.0003 0.5459  C6 1.069
20 H -2.5385 -0.3944 -2.9469  O22 0.967
21 H -1.1554 -0.0306 -2.7418  O22 0.969
22 O -1.8103 -0.6317 -2.3563  H20 0.967, H21 0.969
23 H -2.3024 -0.1878 0.9631  O25 0.956
24 H -2.6744 -0.4306 2.4907  O25 0.953
25 O -2.8280 0.0947 1.7106  H23 0.956, H24 0.953

Values from the calculation:
calculated total energy = -11044.495 eV
molecular weight = 123.20 g/mol
SMILES string = CCCN(C)C.O.O
frontier orbital gap = 9.094 eV

=====

# C5H17NO2

A 3-piece molecular cluster, C5H17NO2 overall (ωB97M-V/def2-TZVPD, the OMol25 dataset).

Bonds (Å) are listed after each position.
Element x y z (Å)
1 C 2.2121 0.1694 -1.7129  C2 1.526, H7 1.096, H8 1.077, H9 1.089
2 C 0.7098 0.1934 -1.9796  C1 1.526, N3 1.463, H10 1.098, H11 1.080
3 N -0.0801 0.0291 -0.7596  C2 1.463, C4 1.475, C6 1.463
4 C -1.5206 0.3206 -0.8852  N3 1.475, C5 1.528, H12 1.082, H13 1.099
5 C -1.7711 1.7936 -1.2030  C4 1.528, H14 1.079, H15 1.096, H16 1.087
6 C 0.1865 -1.2414 -0.0856  N3 1.463, H17 1.083, H18 1.093, H19 1.073
7 H 2.6253 1.0962 -2.1274  C1 1.096
8 H 2.5212 0.1674 -0.6807  C1 1.077
9 H 2.7362 -0.6743 -2.1586  C1 1.089
10 H 0.4469 -0.5094 -2.7809  C2 1.098
11 H 0.3916 1.1572 -2.3479  C2 1.080
12 H -1.8546 0.0429 0.1059  C4 1.082
13 H -1.9763 -0.3156 -1.6564  C4 1.099
14 H -0.8942 2.4165 -1.2848  C5 1.079
15 H -2.3304 2.3254 -0.4253  C5 1.096
16 H -2.3639 1.8492 -2.1129  C5 1.087
17 H 0.8495 -1.8954 -0.6379  C6 1.083
18 H -0.7466 -1.7863 0.0786  C6 1.093
19 H 0.6374 -1.0765 0.8739  C6 1.073
20 H -0.5405 -0.6604 3.1488  O22 0.967
21 H -1.8259 0.0838 2.8137  O22 0.962
22 O -1.4072 -0.7794 2.7375  H20 0.967, H21 0.962
23 H 1.0025 -0.0800 2.1842  O25 0.976
24 H 2.2263 0.3536 2.8297  O25 0.974
25 O 1.5831 -0.3732 2.9117  H23 0.976, H24 0.974

Values from the calculation:
calculated total energy = -11044.844 eV
molecular weight = 123.20 g/mol
SMILES string = CCN(C)CC.O.O
frontier orbital gap = 8.916 eV

=====

# C5H17NO5

A 5-piece molecular cluster, C5H17NO5 overall (ωB97M-V/def2-TZVPD, the OMol25 dataset).

Bonds (Å) are listed after each position.
Element x y z (Å)
1 O -2.2530 -0.1800 3.0069  C2 1.216
2 C -2.1327 -0.8791 2.0195  O1 1.216, C3 1.469, H8 1.127
3 C -1.9848 -0.3904 0.6421  C2 1.469, C4 1.605, H9 1.090, H10 1.119
4 C -0.4265 -0.3568 0.2598  C3 1.605, C5 1.560, H11 1.098, H12 1.032
5 C 0.2873 -1.5316 0.9984  C4 1.560, N7 1.470, H13 1.180, H14 1.143
6 C 2.6327 -1.4877 0.0724  N7 1.279, H15 0.956, H16 1.139
7 N 1.5603 -2.0539 0.4799  C5 1.470, C6 1.279
8 H -1.7850 -1.9202 2.2767  C2 1.127
9 H -2.5972 0.4553 0.3307  C3 1.090
10 H -2.5723 -0.9963 -0.0925  C3 1.119
11 H -0.0827 0.5548 0.7651  C4 1.098
12 H -0.2267 -0.3858 -0.7518  C4 1.032
13 H 0.6614 -1.3353 2.1002  C5 1.180
14 H -0.4773 -2.3763 1.0850  C5 1.143
15 H 2.8274 -0.5797 -0.1533  C6 0.956
16 H 3.4048 -2.2237 -0.3274  C6 1.139
17 H -0.2729 3.7085 -1.4718  O19 1.009
18 H 0.4530 2.7686 -2.2912  O19 0.995
19 O -0.2016 2.7046 -1.5440  H17 1.009, H18 0.995
20 H -1.2811 1.1100 -3.4654  O22 0.878
21 H -1.4337 1.4727 -1.9539  O22 1.029
22 O -1.6833 0.8461 -2.7310  H20 0.878, H21 1.029
23 H 2.0171 1.7571 0.6120  O25 0.982
24 H 1.2200 1.7379 1.9800  O25 1.034
25 O 1.9725 2.2316 1.4710  H23 0.982, H24 1.034
26 H 1.2797 -1.3497 -3.0749  O28 0.935
27 H 1.1396 -0.3135 -2.1304  O28 0.932
28 O 1.7340 -0.5815 -2.7965  H26 0.935, H27 0.932

Values from the calculation:
calculated total energy = -17184.217 eV
molecular weight = 171.19 g/mol
SMILES string = C=NCCCC=O.O.O.O.O
frontier orbital gap = 9.174 eV